No. 1
{"formula": "C17H36As4F6HfN6O3S", "method": "ωB97M-V/def2-TZVPD", "molar_mass_g_mol": 996.75, "e_above_lowest_kj_mol": 0.0, "spin_multiplicity": 2, "homo_lumo_gap_ev": [7.553, 5.831], "energy_ha": -11211.31253, "total_charge": 3, "symbols": ["Hf", "O", "N", "C", "C", "C", "C", "C", "S", "H", "H", "H", "H", "C", "As", "C", "C", "C", "C", "C", "As", "C", "C", "C", "As", "C", "C", "H", "H", "H", "H", "H", "H", "H", "H", "H", "H", "H", "H", "H", "H", "H", "H", "H", "H", "H", "H", "H", "H", "H", "H", "H", "H", "H", "N", "N", "C", "N", "N", "N", "O", "O", "H", "H", "H", "H", "H", "F", "As", "F", "F", "F", "F", "F"], "positions_angstrom": [[-0.0002, -0.2014, 0.1978], [-0.3614, 0.7550, 1.9896], [-1.5313, 1.3383, 2.3341], [-1.4928, 2.2492, 3.3290], [-2.6478, 2.8510, 3.7455], [-3.8493, 2.5026, 3.1262], [-3.8527, 1.5778, 2.1040], [-2.6628, 0.9823, 1.6879], [-2.5701, -0.1475, 0.3713], [-0.5128, 2.4451, 3.7366], [-2.6079, 3.5813, 4.5400], [-4.7762, 2.9617, 3.4424], [-4.7666, 1.2982, 1.6000], [2.9992, 0.4224, 2.8756], [2.4664, -0.8468, 1.5121], [3.9688, -0.7653, 0.2948], [2.8274, -2.6057, 2.3147], [1.8309, -3.1936, 3.3258], [1.4376, -2.1493, 4.3799], [0.5811, -3.7506, 2.6332], [-0.7231, -2.4607, 1.9089], [-1.8527, -3.7282, 0.9742], [-1.8327, -2.0227, 3.4380], [2.5238, -4.3217, 4.1426], [3.3626, -5.8447, 3.2624], [5.1092, -5.4759, 2.5555], [2.2926, -6.8340, 2.0113], [3.8688, 0.0481, 3.4139], [2.1845, 0.6130, 3.5683], [3.2615, 1.3499, 2.3710], [4.8897, -0.9951, 0.8293], [4.0359, 0.2421, -0.1120], [3.8278, -1.4684, -0.5241], [3.8064, -2.4779, 2.7864], [2.9570, -3.2866, 1.4665], [0.9286, -1.3052, 3.9086], [2.3123, -1.7621, 4.9042], [0.7603, -2.5763, 5.1210], [0.0085, -4.3691, 3.3303], [0.8567, -4.3821, 1.7843], [-2.1839, -4.5109, 1.6554], [-1.3029, -4.1753, 0.1472], [-2.7267, -3.2044, 0.5905], [-1.9743, -2.8968, 4.0717], [-2.8018, -1.7030, 3.0573], [-1.3902, -1.2171, 4.0197], [1.8110, -4.7662, 4.8406], [3.3396, -3.9078, 4.7407], [5.6745, -4.9014, 3.2860], [5.0138, -4.9248, 1.6190], [5.6088, -6.4258, 2.3706], [1.3011, -6.9921, 2.4287], [2.7795, -7.7946, 1.8469], [2.2369, -6.2896, 1.0676], [-2.1182, 1.3451, -2.7360], [-2.1120, 0.3126, -3.6673], [-1.5003, -0.8448, -3.4441], [-1.5210, -1.7528, -4.4047], [-0.8714, -0.9945, -2.2236], [-0.2728, -2.1426, -1.9657], [0.3335, -2.1200, -0.8297], [-0.2627, -3.1481, -2.6196], [-3.0754, 1.5898, -2.5114], [-1.6339, 2.1498, -3.1190], [-2.5600, 0.4420, -4.5665], [-1.9712, -1.5552, -5.2858], [-1.1041, -2.6588, -4.2684], [-0.2854, 1.7738, -0.7033], [1.4304, 2.2415, -1.2425], [0.8663, 2.2340, -2.8355], [1.1188, 3.8546, -0.9330], [3.0612, 2.3089, -1.6230], [1.7533, 1.8734, 0.4420], [1.4896, 0.3649, -1.3393]], "forces_ev_per_angstrom": [[-0.5, 0.0, 0.0], [0.1, 0.0, -0.2], [0.0, 0.0, 0.0], [0.0, 0.0, 0.0], [0.0, 0.0, 0.0], [0.0, 0.0, 0.0], [0.0, 0.0, 0.0], [0.0, 0.0, 0.0], [0.2, 0.0, 0.0], [0.0, 0.0, 0.0], [0.0, 0.0, 0.0], [0.0, 0.0, 0.0], [0.0, 0.0, 0.0], [0.0, 0.0, 0.0], [0.1, 0.0, 0.0], [0.0, 0.0, 0.0], [0.0, 0.0, 0.0], [0.0, 0.0, 0.0], [0.0, 0.0, 0.0], [0.0, 0.0, 0.0], [0.1, 0.0, 0.0], [0.0, 0.0, 0.0], [0.0, 0.0, 0.0], [0.0, 0.0, 0.0], [0.0, 0.1, 0.0], [0.0, 0.0, 0.0], [0.0, 0.0, 0.0], [0.0, 0.0, 0.0], [0.0, 0.0, 0.0], [0.0, 0.0, 0.0], [0.0, 0.0, 0.0], [0.0, 0.0, 0.0], [0.0, 0.0, 0.0], [0.0, 0.0, 0.0], [0.0, 0.0, 0.0], [0.0, 0.0, 0.0], [0.0, 0.0, 0.0], [0.0, 0.0, 0.0], [0.0, 0.0, 0.0], [0.0, 0.0, 0.0], [0.0, 0.0, 0.0], [0.0, 0.0, 0.0], [0.0, 0.0, 0.0], [0.0, 0.0, 0.0], [0.0, 0.0, 0.0], [0.0, 0.0, 0.0], [0.0, 0.0, 0.0], [0.0, 0.0, 0.0], [0.0, 0.0, 0.0], [0.0, 0.0, 0.0], [0.0, 0.0, 0.0], [0.0, 0.0, 0.0], [0.0, 0.0, 0.0], [0.0, 0.0, 0.0], [0.0, 0.0, 0.0], [0.0, 0.0, 0.0], [0.0, 0.0, 0.0], [0.0, 0.0, 0.1], [0.0, 0.0, 0.2], [0.0, -0.1, -0.1], [0.0, 0.0, 0.0], [0.1, 0.0, 0.0], [0.0, 0.0, 0.0], [0.0, 0.0, 0.0], [0.0, 0.0, 0.0], [0.0, 0.0, 0.0], [0.0, 0.0, 0.0], [0.1, 0.0, 0.1], [0.0, 0.0, 0.0], [0.0, 0.0, 0.0], [0.0, 0.0, 0.0], [0.0, 0.0, 0.0], [0.1, 0.0, 0.0], [-0.1, 0.0, 0.1]], "mulliken_charge": [1.774, -0.046, 0.342, -0.297, -0.808, -0.282, -0.827, 0.692, -0.450, 0.516, 0.472, 0.452, 0.508, -1.365, 0.905, -1.282, -1.571, 1.655, -1.619, -1.543, 0.981, -1.313, -1.426, -1.701, 0.587, -0.992, -0.966, 0.462, 0.308, 0.491, 0.502, 0.408, 0.391, 0.780, 0.505, -0.211, 0.505, 0.501, 0.723, 0.300, 0.460, 0.368, 0.407, 0.515, 0.477, 0.325, 0.597, 0.588, 0.382, 0.328, 0.417, 0.378, 0.419, 0.339, -0.425, -0.263, 0.585, -0.317, -0.181, 0.643, -0.506, -0.725, 0.279, 0.279, 0.162, 0.186, 0.187, -0.658, 2.027, -0.445, -0.406, -0.402, -0.438, -0.646]}

=====

No. 2
{"formula": "C17H36BrINOSi", "method": "ωB97M-V/def2-TZVPD", "molar_mass_g_mol": 505.37, "homo_lumo_gap_ev": 9.415, "energy_ha": -3960.29983, "total_charge": 1, "symbols": ["C", "C", "C", "I", "Si", "Br", "C", "C", "C", "O", "H", "H", "H", "H", "H", "H", "H", "H", "H", "H", "H", "H", "C", "C", "C", "C", "N", "C", "C", "C", "C", "C", "C", "C", "H", "H", "H", "H", "H", "H", "H", "H", "H", "H", "H", "H", "H", "H", "H", "H", "H", "H", "H", "H", "H", "H", "H", "H"], "positions_angstrom": [[-1.4521, -4.0807, -2.8355], [-0.5976, -2.9125, -3.3234], [-1.3584, -1.5899, -3.5353], [0.1355, -0.0157, -3.4921], [-2.5670, -1.2093, -2.1166], [-2.9949, 0.9850, -1.8803], [-4.1555, -2.1958, -2.1856], [-5.2713, -1.4348, -2.9324], [-5.9682, -2.2000, -3.9982], [-6.5352, -1.8552, -2.6366], [-2.3273, -4.1904, -3.4677], [-0.8758, -4.9929, -2.9727], [-1.7037, -4.0309, -1.7813], [-0.1789, -3.2036, -4.2846], [0.2509, -2.7535, -2.6673], [-1.8261, -1.5596, -4.5126], [-1.8344, -1.5874, -0.8860], [-4.5606, -2.4085, -1.2004], [-4.0568, -3.1001, -2.7688], [-5.1186, -0.3778, -3.1300], [-6.6880, -1.6790, -4.6084], [-5.9319, -3.2770, -3.9672], [3.5379, -0.6628, 3.7439], [3.6518, 0.8502, 3.9206], [2.3176, 1.6048, 3.9371], [1.2734, 1.3743, 2.8476], [1.5121, 1.9994, 1.4941], [0.2225, 1.9256, 0.6714], [-0.4305, 3.2809, 0.8267], [0.7713, 4.2116, 0.7677], [1.7768, 3.5022, 1.6596], [2.6464, 1.3794, 0.7265], [2.4114, 0.0250, 0.0389], [1.4663, -1.0325, 0.6129], [3.4529, -0.9387, 2.6923], [4.4314, -1.1562, 4.1222], [2.6794, -1.0687, 4.2824], [4.3367, 1.2637, 3.1775], [4.1293, 1.0507, 4.8810], [2.5317, 2.6685, 4.0518], [1.8092, 1.3259, 4.8640], [0.3368, 1.8142, 3.1935], [1.0833, 0.3166, 2.6899], [0.5011, 1.7513, -0.3662], [-0.3863, 1.1055, 1.0362], [-0.9383, 3.3595, 1.7904], [-1.1632, 3.4729, 0.0462], [0.5513, 5.2147, 1.1259], [1.1473, 4.2969, -0.2536], [1.5961, 3.7639, 2.6964], [2.8133, 3.7052, 1.4079], [3.5087, 1.3542, 1.3868], [2.8867, 2.0985, -0.0569], [3.3951, -0.4363, -0.0678], [2.0783, 0.2346, -0.9747], [1.7017, -1.3178, 1.6364], [1.5553, -1.9363, 0.0116], [0.4211, -0.7310, 0.5627]], "forces_ev_per_angstrom": [[0.5, -0.2, -0.4], [-0.2, -0.1, -0.3], [0.1, 0.3, 0.8], [0.0, 0.0, -0.3], [0.4, -0.6, 0.4], [-0.1, -0.2, 0.0], [-0.7, 1.3, -0.8], [1.2, -0.5, -0.8], [-2.0, 0.6, 2.2], [-0.4, -0.1, 0.2], [-0.3, 0.0, 0.1], [0.1, -0.1, 0.1], [-0.3, 0.2, 0.1], [0.2, 0.1, -0.1], [0.0, 0.0, 0.3], [0.0, 0.2, -0.2], [0.1, 0.1, 0.0], [0.3, -0.1, 0.2], [0.4, -0.4, 0.4], [-0.2, 0.1, 0.2], [0.6, -0.2, -1.1], [0.5, -0.1, -0.8], [0.1, 0.1, -0.1], [0.0, -0.1, 0.0], [0.2, 0.0, 0.1], [0.0, -0.1, 0.2], [-0.2, 0.3, -0.2], [-0.2, 0.1, 0.1], [0.0, 0.1, 0.0], [0.0, 0.0, -0.1], [-0.1, 0.1, -0.1], [0.3, -0.2, -0.1], [-0.2, -0.1, -0.1], [0.0, 0.0, 0.1], [-0.1, 0.0, 0.0], [0.0, 0.0, 0.0], [0.0, 0.0, 0.0], [0.0, 0.0, 0.0], [0.0, 0.1, 0.0], [-0.1, 0.0, 0.0], [-0.1, 0.0, -0.1], [0.0, 0.0, -0.1], [0.1, 0.0, -0.1], [0.0, -0.1, 0.0], [0.1, -0.1, -0.1], [0.0, 0.0, 0.0], [0.0, -0.1, 0.0], [0.1, 0.0, 0.0], [0.0, 0.0, 0.0], [0.0, -0.1, 0.0], [0.1, 0.0, 0.1], [-0.1, 0.0, 0.2], [0.0, 0.0, 0.0], [0.1, 0.1, 0.0], [0.0, -0.1, -0.1], [0.0, 0.0, 0.0], [0.0, 0.0, -0.1], [0.0, 0.0, 0.0]], "mulliken_charge": [-1.338, -0.343, -0.507, 0.004, 0.291, -0.261, -0.532, 0.392, -0.711, -0.500, 0.314, 0.449, 0.323, 0.367, 0.234, 0.624, -0.145, 0.414, 0.145, 0.250, 0.336, 0.298, -1.047, -0.579, -0.696, -0.871, 0.982, -0.537, -0.747, -0.686, -0.663, -0.836, -0.513, -1.076, 0.115, 0.436, 0.309, 0.416, 0.411, 0.220, 0.470, 0.459, 0.494, 0.193, 0.217, 0.338, 0.414, 0.413, 0.314, 0.357, 0.331, 0.386, 0.439, 0.371, 0.365, 0.219, 0.441, 0.038]}

=====

No. 3
{"formula": "C17H36BrN9O6PS", "method": "ωB97M-V/def2-TZVPD", "molar_mass_g_mol": 605.48, "homo_lumo_gap_ev": 7.700, "energy_ha": -4926.97432, "total_charge": 1, "symbols": ["C", "C", "C", "N", "C", "C", "C", "S", "C", "C", "C", "O", "C", "O", "C", "P", "O", "Br", "N", "N", "C", "C", "C", "H", "H", "H", "H", "H", "H", "H", "H", "H", "H", "H", "H", "H", "H", "H", "H", "H", "H", "H", "H", "H", "H", "H", "H", "C", "O", "N", "N", "H", "H", "H", "H", "C", "O", "N", "N", "H", "H", "H", "H", "C", "O", "N", "N", "H", "H", "H", "H"], "positions_angstrom": [[-0.2849, -3.4838, 1.2913], [1.2451, -3.3490, 0.8614], [1.7659, -1.9062, 1.2703], [1.9774, -1.0009, 0.0831], [1.1258, 0.1330, 0.1343], [1.3132, 1.0238, 1.2999], [0.4416, 2.1972, 1.4561], [0.5414, 3.3212, 2.8630], [-0.5830, 2.4090, 0.3873], [-1.5658, 3.6309, 0.5424], [-2.8124, 3.0510, 1.3504], [-3.8350, 4.0446, 1.5574], [-4.8838, 3.3612, 2.2101], [-4.7148, 2.8087, 3.2599], [-0.6982, 1.5173, -0.7552], [-2.0291, 1.9491, -2.0240], [-1.5288, 1.4478, -3.5642], [-3.9143, 0.7590, -1.5547], [0.1755, 0.3997, -0.8411], [0.0232, -0.4297, -1.9411], [-0.9945, -1.4945, -1.7464], [-1.3962, -2.0152, -3.2116], [-2.9490, -2.2186, -3.4054], [-0.7876, -2.4943, 1.1308], [-0.8346, -4.2542, 0.6796], [-0.3886, -3.8112, 2.3637], [1.7816, -4.1572, 1.4370], [1.3837, -3.5928, -0.2245], [1.0407, -1.5026, 2.0200], [2.7336, -2.0699, 1.8260], [1.7377, -1.5817, -0.7275], [2.0923, 0.8393, 2.0714], [1.6277, 2.9079, 3.6045], [-1.0797, 4.4630, 1.1294], [-1.8607, 4.0754, -0.4380], [-3.2382, 2.2383, 0.7023], [-2.3885, 2.6133, 2.2913], [-5.9174, 3.3043, 1.7629], [-1.0673, 2.2417, -3.9094], [0.9120, -0.7913, -2.2865], [-1.8781, -1.1746, -1.1413], [-0.5352, -2.3721, -1.2093], [-0.7871, -2.9225, -3.4706], [-1.0727, -1.2080, -3.9205], [-3.5171, -2.3768, -2.4512], [-3.0773, -3.0752, -4.1259], [-3.4191, -1.3179, -3.8944], [3.6972, 4.1991, -1.5672], [4.4221, 5.0753, -1.9932], [2.9038, 4.3687, -0.4702], [3.6125, 2.9668, -2.1488], [2.2989, 3.6575, -0.1033], [2.9387, 5.2636, -0.0133], [4.1829, 2.8031, -2.9602], [3.0213, 2.2303, -1.8122], [-0.8898, 0.0923, 5.5563], [-0.2772, -0.6829, 4.8347], [-1.8991, -0.3068, 6.3723], [-0.6078, 1.4242, 5.5984], [-2.4126, 0.3138, 6.9701], [-2.1342, -1.2840, 6.3663], [0.1339, 1.7491, 5.0048], [-1.0937, 2.0830, 6.1787], [2.5900, -4.1507, -3.3153], [1.5529, -3.8904, -2.7130], [2.6329, -4.2957, -4.6636], [3.7815, -4.3160, -2.6831], [3.4687, -4.5089, -5.1759], [1.7693, -4.1812, -5.1654], [3.7887, -4.2173, -1.6830], [4.6398, -4.5296, -3.1568]], "forces_ev_per_angstrom": [[0.1, -0.3, -0.5], [-0.9, -0.3, 0.7], [1.0, -1.7, 1.3], [-2.4, 0.5, -0.2], [0.7, 0.7, 1.6], [-2.2, 1.7, -1.1], [0.9, -2.8, -1.4], [0.0, -0.3, -0.8], [0.1, 0.0, -0.5], [-0.2, -0.3, 0.7], [1.5, -0.1, -1.2], [-0.9, -1.5, 0.2], [-0.2, 0.0, 1.0], [0.1, 0.3, -0.7], [1.2, -0.2, 2.4], [0.0, 0.9, -1.3], [-0.1, 0.4, 1.9], [1.1, 0.0, -0.3], [0.8, 1.2, 1.8], [-0.7, -0.2, 0.1], [0.2, -2.0, -1.0], [-0.1, 0.8, 0.4], [0.2, 0.0, -0.7], [0.2, -0.9, 0.3], [0.6, 0.8, 0.5], [0.2, 0.6, -1.0], [-0.2, 1.0, -0.6], [-0.1, 0.4, 0.8], [0.6, 0.0, -0.8], [-0.8, 0.6, -0.7], [0.3, 0.3, 0.1], [-0.7, -0.2, -1.0], [-0.5, -0.3, -1.0], [-0.4, -1.0, -0.5], [0.2, -0.6, 0.8], [0.3, 0.5, 0.8], [-0.8, 0.4, -0.6], [1.2, 0.8, -0.3], [-0.4, -0.5, -0.1], [-0.3, 0.2, 0.2], [0.9, 0.2, -0.7], [-0.5, 0.8, -0.3], [-0.7, 0.7, 0.5], [-0.2, -0.7, 0.6], [0.7, -0.2, -0.9], [-0.2, 0.8, 0.9], [0.6, -0.9, 0.5], [0.2, 0.3, -0.1], [-0.1, -0.1, 0.0], [-0.3, 0.2, 0.4], [0.0, -0.4, -0.3], [0.1, 0.0, 0.0], [0.0, -0.1, -0.1], [0.0, 0.0, 0.1], [0.1, 0.1, 0.0], [0.0, -0.2, 0.0], [0.0, 0.1, -0.1], [-0.2, -0.3, 0.1], [0.2, 0.3, -0.1], [0.0, 0.0, 0.0], [0.0, 0.1, 0.0], [-0.2, -0.1, 0.1], [0.0, -0.1, 0.0], [0.2, -0.1, -0.1], [0.0, 0.3, 0.2], [-0.3, 0.1, -0.2], [0.1, 0.1, 0.4], [0.0, 0.0, 0.0], [0.1, -0.1, 0.0], [0.0, -0.1, -0.1], [-0.1, 0.0, 0.0]], "mulliken_charge": [-1.197, 0.048, -0.485, -0.098, 0.021, -0.136, 0.824, -0.264, -0.020, -1.826, 0.023, -0.350, 0.206, -0.434, 0.038, 0.151, -0.429, -0.202, 0.455, -0.690, 0.077, -0.539, -1.020, 0.226, 0.342, 0.347, 0.369, -0.113, 0.198, 0.314, 0.141, 0.430, 0.289, 0.476, 0.515, 0.074, 0.395, 0.392, 0.354, 0.283, 0.510, -0.206, 0.311, 0.276, 0.265, 0.355, 0.206, 0.507, -0.632, -0.315, -0.315, 0.274, 0.165, 0.185, 0.196, 0.708, -0.662, -0.410, -0.303, 0.163, 0.230, 0.123, 0.162, 0.692, -0.600, -0.440, -0.381, 0.157, 0.216, 0.206, 0.169]}